This record from the OMol25 dataset describes 6 unconnected molecules or ions with the total composition C32H57ClFNO13SSi. The level of theory is ωB97M-V with the def2-TZVPD basis set.

```
! RIJCOSX wB97M-V def2-TZVPD def2/J DEFGRID3
* xyz 0 1
C -1.605 0.939 -0.579
C -1.620 1.057 -2.103
N -0.317 0.710 -2.730
Si 1.035 1.764 -2.308
C 2.078 0.846 -1.070
C 3.345 1.543 -0.546
C 3.107 2.601 0.512
C 1.911 2.748 1.209
C 1.748 3.760 2.157
C 2.787 4.644 2.408
C 3.992 4.494 1.731
C 4.153 3.487 0.791
C 0.382 3.465 -1.773
C 1.291 4.664 -1.693
O 0.930 5.689 -1.257
Cl 2.932 4.553 -2.339
S 2.184 1.834 -4.228
O 1.721 0.743 -5.031
O 3.591 1.918 -4.013
F 1.691 3.160 -4.945
H -0.750 0.369 -0.235
H -2.478 0.374 -0.267
H -1.675 1.899 -0.077
H -2.333 0.320 -2.463
H -2.015 2.021 -2.424
H -0.454 0.856 -3.730
H 2.384 -0.066 -1.585
H 1.486 0.525 -0.217
H 3.954 1.945 -1.349
H 3.955 0.778 -0.062
H 1.094 2.068 1.031
H 0.801 3.832 2.665
H 2.638 5.435 3.125
H 4.806 5.179 1.914
H 5.084 3.379 0.258
H -0.431 3.763 -2.433
H -0.043 3.369 -0.780
C -0.152 2.832 -10.080
C -1.144 3.335 -9.052
O -2.085 2.325 -8.677
C -1.847 1.432 -7.697
C -0.446 1.281 -7.154
O -2.749 0.731 -7.326
H 0.462 2.023 -9.683
H 0.507 3.639 -10.399
H -0.679 2.445 -10.953
H -0.650 3.748 -8.173
H -1.747 4.135 -9.479
H 0.088 0.537 -7.742
H -0.515 0.925 -6.132
H 0.126 2.205 -7.138
C 2.845 -3.737 3.402
C 1.769 -2.799 3.900
O 1.695 -1.604 3.102
C 0.971 -1.505 1.988
C 0.449 -2.757 1.329
O 0.807 -0.413 1.499
H 2.635 -4.091 2.391
H 2.927 -4.597 4.063
H 3.807 -3.224 3.377
H 0.791 -3.279 3.961
H 2.016 -2.459 4.898
H 1.196 -3.121 0.624
H -0.455 -2.502 0.782
H 0.195 -3.549 2.029
C -6.437 -2.747 -7.927
C -6.346 -2.155 -6.537
O -5.993 -3.137 -5.558
C -4.714 -3.454 -5.271
C -3.619 -2.987 -6.200
O -4.492 -4.151 -4.320
H -5.473 -3.129 -8.263
H -6.774 -1.994 -8.640
H -7.141 -3.580 -7.936
H -5.665 -1.304 -6.497
H -7.324 -1.789 -6.227
H -3.464 -3.739 -6.973
H -2.705 -2.885 -5.622
H -3.815 -2.023 -6.664
C 1.148 0.702 5.566
C -0.102 0.715 4.714
O -1.069 -0.233 5.189
C -1.972 0.050 6.144
C -1.817 1.317 6.955
O -2.843 -0.745 6.372
H 0.941 1.011 6.592
H 1.900 1.372 5.149
H 1.561 -0.304 5.608
H -0.535 1.713 4.631
H 0.148 0.398 3.705
H -1.197 1.103 7.825
H -2.803 1.622 7.294
H -1.386 2.148 6.402
C 1.360 -3.555 10.666
C 0.922 -2.839 9.407
O 1.958 -2.814 8.418
C 2.149 -3.802 7.530
C 1.457 -5.129 7.735
O 2.918 -3.620 6.623
H 1.578 -4.606 10.476
H 0.580 -3.498 11.425
H 2.268 -3.099 11.062
H 0.003 -3.254 8.992
H 0.720 -1.792 9.626
H 2.097 -5.768 8.342
H 1.320 -5.594 6.762
H 0.478 -5.051 8.201
*
```

## Properties
SMILES string: CCN[Si@](CCc1ccccc1)(CC(=O)Cl)S(=O)(=O)F.CCOC(C)=O.CCOC(C)=O.CCOC(C)=O.CCOC(C)=O.CCOC(C)=O
E: -3534.207245 Eh
HOMO-LUMO gap: 0.3472 hartree
HOMO level: -9.019 eV

These are the Löwdin partial charges, in e, on atoms 1 to 8: -0.084, -0.309, -0.102, 0.577, -0.226, -0.198, -0.239, -0.052

=====

This record from the OMol25 dataset describes a single C3H5N3O molecule. The level of theory is ωB97M-V with the def2-TZVPD basis set.

```
! RIJCOSX wB97M-V def2-TZVPD def2/J DEFGRID3
* xyz 0 1
N -1.610 -0.605 0.185
C -0.309 -0.136 0.467
C 0.310 0.241 1.611
O 1.574 0.618 1.352
N 1.822 0.483 0.005
C 0.711 0.035 -0.523
N 0.553 -0.306 -1.870
H -1.652 -1.617 0.247
H -2.294 -0.224 0.826
H -0.014 0.267 2.644
H 0.062 0.406 -2.399
H 1.416 -0.561 -2.329
*
```

## Properties
SMILES string: Nc1conc1N
E: -356.772403 Eh
HOMO-LUMO gap: 0.3707 hartree
HOMO level: -9.192 eV
ΔE to the lowest compared entry with this formula, charge and spin: 2.312 eV

These are the Löwdin partial charges, in e, on atoms 1 to 8: 0.079, -0.275, -0.065, -0.052, 0.105, -0.370, 0.107, 0.087

=====

This record from the OMol25 dataset describes a molecular structure, C56H52N4OP2STl. The level of theory is ωB97M-V with the def2-TZVPD basis set.

```
! RIJCOSX wB97M-V def2-TZVPD def2/J DEFGRID3
* xyz 1 1
Tl 11.975 10.476 12.135
C 13.154 12.961 19.928
N 13.090 13.275 18.490
P 14.456 12.818 17.500
C 15.875 13.324 18.528
C 16.811 12.425 19.014
C 18.047 12.909 19.456
C 18.257 14.274 19.643
C 17.289 15.140 19.236
C 16.022 14.695 18.722
C 14.693 11.026 17.573
C 13.713 10.246 18.178
C 13.799 8.837 17.991
C 14.746 8.343 17.066
C 15.609 9.151 16.378
C 15.731 10.498 16.744
P 11.913 14.397 17.750
C 12.030 15.937 18.716
C 11.500 16.021 20.027
C 11.768 17.197 20.742
C 12.406 18.292 20.169
C 12.673 18.287 18.826
C 12.561 17.058 18.116
C 10.328 13.553 18.268
C 9.347 14.313 18.923
C 8.308 13.640 19.590
C 8.154 12.250 19.519
C 9.061 11.503 18.763
C 10.169 12.140 18.216
H 14.119 12.560 20.149
H 12.393 12.197 20.148
H 12.988 13.922 20.523
H 16.543 11.361 19.128
H 18.805 12.208 19.712
H 19.185 14.612 20.029
H 17.447 16.187 19.190
H 15.359 15.439 18.297
H 12.901 10.624 18.751
H 13.172 8.080 18.474
H 14.763 7.306 16.865
H 16.202 8.752 15.580
H 16.442 11.166 16.364
H 11.015 15.228 20.524
H 11.450 17.294 21.763
H 12.552 19.214 20.760
H 12.987 19.178 18.316
H 12.921 17.066 17.078
H 9.311 15.409 18.721
H 7.661 14.208 20.299
H 7.385 11.740 20.075
H 9.014 10.464 18.575
H 10.953 11.489 17.869
C 9.622 8.041 15.061
C 9.647 6.784 14.475
C 10.080 6.659 13.171
C 10.488 7.790 12.401
C 10.658 8.939 13.129
C 10.249 9.108 14.389
C 10.673 7.763 10.962
C 11.044 6.646 10.199
C 11.321 6.838 8.848
C 11.302 8.128 8.245
C 11.768 8.413 6.974
C 11.775 9.749 6.553
C 11.354 10.822 7.375
C 10.897 10.571 8.644
C 10.827 9.219 9.129
N 10.411 8.982 10.407
H 9.091 8.176 16.020
H 9.261 5.868 14.947
H 10.026 5.654 12.774
H 10.314 10.073 14.852
H 11.184 5.637 10.700
H 11.649 6.035 8.218
H 11.991 7.606 6.265
H 12.101 10.040 5.509
H 11.448 11.904 7.002
H 10.530 11.350 9.292
C 12.806 15.888 11.344
N 11.987 14.715 11.398
C 10.718 14.959 11.249
C 9.618 14.061 11.416
C 8.277 14.452 11.575
C 7.506 13.312 11.539
C 8.460 12.228 11.404
N 9.707 12.682 11.279
C 12.278 17.102 12.131
C 11.731 16.798 13.403
C 10.997 17.751 14.066
C 10.647 18.940 13.425
C 11.189 19.259 12.210
C 12.152 18.368 11.650
H 12.906 16.143 10.237
H 13.835 15.714 11.728
H 10.357 16.002 11.040
H 7.982 15.484 11.552
H 6.432 13.339 11.752
H 8.248 11.124 11.418
H 11.828 15.820 13.832
H 10.549 17.570 15.045
H 9.940 19.634 13.922
H 10.924 20.220 11.667
H 12.689 18.754 10.837
O 14.113 11.180 10.633
S 15.152 11.453 9.545
C 16.738 10.709 10.084
C 17.844 11.745 10.047
C 17.212 13.108 10.415
C 15.846 13.221 9.736
H 16.857 9.960 9.317
H 16.543 10.193 11.021
H 18.202 11.709 9.020
H 18.637 11.522 10.742
H 17.844 13.979 10.216
H 17.006 13.100 11.511
H 15.880 13.668 8.700
H 15.100 13.747 10.408
*
```

## Properties
E: -3712.346498 Eh
HOMO-LUMO gap (alpha / beta): 0.1999 / 0.1849 hartree
HOMO level (alpha / beta): -9.456 / -9.456 eV
ΔE to the lowest compared entry with this formula, charge and spin: 6.523 eV

These are the Löwdin partial charges, in e, on atoms 1 to 8: 1.170, -0.145, -0.541, 0.976, -0.412, -0.099, -0.066, -0.092

=====

This record from the OMol25 dataset describes 2 unconnected molecules or ions with the total composition C3H10N2O. The level of theory is ωB97M-V with the def2-TZVPD basis set.

```
! RIJCOSX wB97M-V def2-TZVPD def2/J DEFGRID3
* xyz 1 2
C 1.978 -2.002 1.886
C 0.881 -0.946 2.051
N -0.759 0.674 0.130
C 0.394 1.052 0.681
N 1.153 0.254 1.352
H 2.889 -1.551 1.504
H 1.614 -2.873 1.334
H 2.258 -2.446 2.835
H 0.797 -0.669 3.092
H -0.108 -1.335 1.760
H -0.852 -0.307 -0.117
H -1.164 1.300 -0.553
H 0.700 2.078 0.490
H -3.445 1.674 -5.296
H -2.184 1.061 -4.548
O -3.041 0.882 -4.932
*
```

## Properties
E: -304.716066 Eh
Expectation value of S²: 0.756
HOMO-LUMO gap (alpha / beta): 0.3581 / 0.2194 hartree
HOMO level (alpha / beta): -13.881 / -13.881 eV
ΔE to the lowest compared entry with this formula, charge and spin: 1.883 eV

These are the Löwdin partial charges, in e, on atoms 1 to 8: -0.050, -0.207, 0.207, -0.130, 0.194, 0.085, 0.087, 0.081

=====

This record from the OMol25 dataset describes a molecular structure, C24H54AsN4O4PSi2Ti. The level of theory is ωB97M-V with the def2-TZVPD basis set.

```
! RIJCOSX wB97M-V def2-TZVPD def2/J DEFGRID3
* xyz 1 2
Ti -1.061 0.607 -0.031
O -0.432 -1.979 -6.031
C -0.285 -2.123 -4.699
O 0.317 -3.040 -4.239
C -0.960 -1.107 -3.833
C -2.195 -0.515 -3.998
N -2.460 0.160 -2.876
N -1.495 0.048 -1.994
C -0.564 -0.713 -2.552
C 0.727 -0.784 -1.770
O 1.736 -1.248 -2.185
O 0.557 -0.186 -0.576
H -0.907 -1.171 -6.257
H -2.902 -0.536 -4.816
H -3.294 0.673 -2.621
N -1.427 -1.491 0.660
C -2.560 -1.792 1.592
C -2.167 -1.704 3.071
C -1.053 -0.736 3.496
C -1.231 0.755 3.185
N -0.472 1.171 1.954
H -1.550 -2.025 -0.190
H -0.554 -1.819 1.063
H -2.941 -2.792 1.398
H -3.353 -1.096 1.370
H -1.854 -2.696 3.409
H -3.076 -1.464 3.626
H -0.088 -1.058 3.100
H -0.969 -0.838 4.579
H -0.860 1.339 4.022
H -2.275 1.007 3.046
H 0.445 0.680 1.980
H -0.252 2.154 2.048
C -5.904 -0.587 -0.062
Si -5.396 1.072 -0.697
C -5.533 1.010 -2.556
C -6.558 2.370 -0.095
As -3.363 1.516 0.352
Si -2.489 3.415 -0.708
C -0.643 3.137 -1.123
C -2.542 4.816 0.498
C -3.285 3.934 -2.297
H -6.921 -0.828 -0.399
H -5.900 -0.599 1.035
H -5.233 -1.380 -0.412
H -6.600 1.104 -2.788
H -5.201 0.052 -2.978
H -5.024 1.831 -3.077
H -7.593 2.132 -0.364
H -6.311 3.351 -0.521
H -6.489 2.458 0.993
H -0.061 2.732 -0.285
H -0.177 4.098 -1.352
H -0.497 2.498 -1.996
H -1.852 4.646 1.332
H -3.548 4.910 0.922
H -2.278 5.769 0.022
H -2.972 3.309 -3.141
H -2.997 4.968 -2.518
H -4.379 3.902 -2.233
C 4.418 -1.373 3.653
C 3.269 -0.419 3.314
C 2.259 -0.407 4.471
P 2.341 -0.609 1.720
C 3.391 0.280 0.472
C 2.906 1.734 0.383
C 4.907 0.274 0.672
C 2.375 -2.363 1.152
C 3.698 -2.981 0.699
C 1.659 -3.265 2.162
H 4.873 -1.066 4.598
H 5.202 -1.380 2.901
H 4.060 -2.396 3.785
H 3.675 0.594 3.234
H 1.753 -1.375 4.568
H 1.495 0.365 4.335
H 2.768 -0.207 5.420
H 3.155 -0.214 -0.472
H 3.054 2.255 1.335
H 1.850 1.787 0.118
H 3.466 2.281 -0.383
H 5.198 0.854 1.552
H 5.384 0.740 -0.195
H 5.322 -0.726 0.769
H 1.748 -2.300 0.256
H 4.409 -3.084 1.518
H 4.160 -2.406 -0.103
H 3.507 -3.984 0.304
H 2.271 -3.437 3.050
H 1.453 -4.242 1.715
H 0.705 -2.844 2.502
*
```

## Properties
E: -5472.422588 Eh
Expectation value of S²: 0.756
HOMO-LUMO gap (alpha / beta): 0.2842 / 0.2851 hartree
HOMO level (alpha / beta): -10.576 / -10.587 eV
ΔE to the lowest compared entry with this formula, charge and spin: 1.013 eV

These are the Löwdin partial charges, in e, on atoms 1 to 8: 0.661, 0.142, -0.468, 0.171, -0.035, 0.025, 0.057, -0.052

=====

This record from the OMol25 dataset describes a molecular structure, C39H38Br2N2O4OsS. The level of theory is ωB97M-V with the def2-TZVPD basis set.

```
! RIJCOSX wB97M-V def2-TZVPD def2/J DEFGRID3
* xyz 2 5
Os -0.032 -1.452 1.315
C 0.653 -0.456 -4.797
C 1.300 0.032 -3.531
C 2.473 0.954 -3.764
O 0.311 0.661 -2.723
C 0.629 0.399 -1.378
C 1.237 -1.021 -1.441
O 1.737 -1.107 -2.740
C 2.354 -1.391 -0.437
O 1.748 -1.341 0.919
C 2.811 -2.833 -0.597
C 3.786 -3.296 0.288
C 4.189 -4.621 0.263
C 3.626 -5.502 -0.655
C 2.664 -5.049 -1.542
C 2.250 -3.719 -1.513
C 3.502 -0.399 -0.442
C 4.527 -0.544 -1.370
C 5.560 0.382 -1.414
C 5.581 1.451 -0.532
C 4.565 1.596 0.400
C 3.529 0.673 0.444
C -0.634 0.673 -0.538
O -0.294 0.323 0.846
C -1.907 -0.099 -0.870
C -3.043 0.224 -0.114
C -4.247 -0.422 -0.327
C -4.340 -1.423 -1.293
C -3.222 -1.759 -2.037
C -2.011 -1.095 -1.834
C -0.879 2.179 -0.551
C -0.256 2.996 0.387
C -0.445 4.373 0.358
C -1.253 4.939 -0.614
C -1.857 4.128 -1.565
C -1.673 2.753 -1.536
H 0.216 0.385 -5.333
H -0.129 -1.182 -4.575
H 1.399 -0.928 -5.435
H 2.150 1.804 -4.366
H 3.264 0.425 -4.294
H 2.874 1.321 -2.818
H 1.391 1.094 -1.010
H 0.438 -1.773 -1.286
H 4.233 -2.609 0.998
H 4.952 -4.965 0.949
H 3.950 -6.534 -0.685
H 2.241 -5.724 -2.275
H 1.526 -3.383 -2.243
H 4.516 -1.378 -2.061
H 6.355 0.262 -2.138
H 6.393 2.166 -0.564
H 4.582 2.426 1.095
H 2.739 0.783 1.178
H -2.981 1.021 0.622
H -5.125 -0.130 0.240
H -5.285 -1.917 -1.477
H -3.291 -2.517 -2.807
H -1.177 -1.330 -2.478
H 0.405 2.559 1.125
H 0.049 5.003 1.087
H -1.402 6.011 -0.640
H -2.476 4.568 -2.337
H -2.139 2.131 -2.289
Br -2.607 -2.573 1.563
C -1.786 -4.310 1.363
Br 0.135 -4.074 1.203
H -2.133 -4.739 0.432
H -1.991 -4.924 2.231
N -0.344 1.511 3.734
C -0.964 0.354 3.849
S -0.029 -1.138 3.789
N -2.271 0.279 4.027
C -3.223 1.362 4.074
C -2.994 2.505 4.826
C -3.958 3.506 4.840
C -5.138 3.355 4.129
C -5.367 2.192 3.403
C -4.408 1.194 3.372
H 0.642 1.510 3.531
H -0.860 2.375 3.627
H -2.646 -0.658 4.057
H -2.116 2.602 5.453
H -3.788 4.397 5.429
H -5.890 4.132 4.156
H -6.295 2.062 2.862
H -4.579 0.285 2.804
*
```

## Properties
E: -7555.710479 Eh
Expectation value of S²: 6.016
HOMO-LUMO gap (alpha / beta): 0.2602 / 0.2060 hartree
HOMO level (alpha / beta): -13.630 / -13.638 eV
ΔE to the lowest compared entry with this formula, charge and spin: 0.065 eV

These are the Löwdin partial charges, in e, on atoms 1 to 8: 1.247, 0.036, -0.533, 0.039, 0.014, -0.170, -0.233, 0.004